The following is a DFT calculation (the ωB97M-V functional and the def2-TZVPD basis) of a single C4H6Cl5O2P molecule in a non-equilibrium geometry.

relative energy (zero: lowest compared OMol25 entry of this formula, charge and spin)	26.8	kcal per mole
SMILES	O=P(CCl)(CCl)[C@@H](O)C(Cl)(Cl)Cl
molecular weight	294.3	g/mol
E_tot	-80241.022	eV
total charge	0
Kohn-Sham gap	10.6	eV

Each atom is followed by the atoms it is bonded to, with distances in Å.
Positions of all 18 atoms, in Å:
1 O 0.07 -0.94 -1.70  P2 1.462
2 P 0.06 -0.36 -0.36  O1 1.462, C3 1.805, C5 1.850, C7 1.871
3 C 1.48 0.75 -0.23  P2 1.805, Cl4 1.793, H13 1.176, H14 1.017
4 Cl 1.38 1.59 1.35  C3 1.793
5 C 0.22 -1.72 0.89  P2 1.850, Cl6 1.792, H15 1.151, H16 1.052
6 Cl 1.90 -2.34 0.84  C5 1.792
7 C -1.54 0.59 -0.29  P2 1.871, O8 1.352, C9 1.505, H17 1.009
8 O -1.83 0.91 -1.57  C7 1.352, H18 1.025
9 C -2.67 -0.20 0.32  C7 1.505, Cl10 1.774, Cl11 1.790, Cl12 1.751
10 Cl -2.82 -1.78 -0.49  C9 1.774
11 Cl -4.23 0.66 0.11  C9 1.790
12 Cl -2.34 -0.51 2.01  C9 1.751
13 H 2.41 0.03 -0.29  C3 1.176
14 H 1.41 1.47 -0.94  C3 1.017
15 H 0.07 -1.38 1.98  C5 1.151
16 H -0.47 -2.50 0.81  C5 1.052
17 H -1.30 1.43 0.22  C7 1.009
18 H -2.05 0.06 -2.10  O8 1.025

Here are the Mulliken charges for atoms 1 to 4, given in e: atom 1 (O): -0.736, atom 2 (P): 0.963, atom 3 (C): -0.572, atom 4 (Cl): -0.174